Record 1
Below is a structure of composition C2H4N3, with properties calculated with the ωB97M-V functional and the def2-TZVPD basis.

Cartesian coordinates (Å):
1 C 0.021 -0.703 -0.592
2 C -0.432 -0.312 0.660
3 N 0.142 -1.534 -1.483
4 N 0.840 -0.940 -2.486
5 N 1.039 0.199 -2.024
6 H 0.213 -0.719 1.455
7 H -1.461 -0.665 0.834
8 H -0.428 0.780 0.752
9 H 1.565 0.853 -2.615

## Properties
Total charge   +1
Energy   -242.4149 a.u.
F_max   2.092 eV/Å
Energy above the lowest of the compared OMol25 structures with the same formula, charge and spin   115.8 kcal/mol
E_LUMO   -6.97 eV

Mulliken population analysis, charges in e, atoms 1 to 4: C 0.7352; C -0.7620; N -0.0557; N -0.0699


Record 2
Below is a structure of composition C8H11BClCuF4N2O, with properties calculated with the ωB97M-V functional and the def2-TZVPD basis.

Cartesian coordinates (Å):
1 Cu -0.444 0.773 -0.678
2 F 0.017 3.840 2.153
3 B -0.272 2.526 1.894
4 F -1.356 2.052 2.632
5 F 0.844 1.684 2.054
6 F -0.642 2.406 0.466
7 Cl 5.013 1.748 -0.223
8 C 3.739 1.038 -1.137
9 C 3.996 0.437 -2.358
10 C 2.930 -0.116 -3.049
11 C 1.664 -0.045 -2.500
12 N 1.425 0.539 -1.320
13 C 2.443 1.074 -0.643
14 H 5.003 0.407 -2.749
15 H 3.074 -0.601 -4.004
16 H 0.808 -0.467 -3.010
17 H 2.223 1.535 0.313
18 C -1.348 -1.156 1.616
19 N -2.531 -1.533 0.852
20 C -3.540 -2.376 1.487
21 C -2.770 -1.065 -0.366
22 O -2.078 -0.286 -1.030
23 H -1.044 -1.987 2.249
24 H -1.531 -0.277 2.234
25 H -0.527 -0.919 0.940
26 H -3.216 -2.623 2.493
27 H -3.681 -3.303 0.930
28 H -4.498 -1.861 1.556
29 H -3.703 -1.444 -0.803

## Properties
Total charge   0
Energy   -3021.4460 a.u.
F_max   0.490 eV/Å
E_LUMO   -0.01 eV

Mulliken population analysis, charges in e, atoms 1 to 4: Cu 0.2823; F -0.3238; B 0.6595; F -0.3756


Record 3
Below is the molecule C2H3FNOP, with properties calculated with the ωB97M-V functional and the def2-TZVPD basis.

Cartesian coordinates (Å):
1 C 0.945 -0.575 0.606
2 C -0.421 0.258 0.497
3 N 1.732 -0.742 1.487
4 O -1.007 0.293 1.770
5 F 0.302 2.309 2.599
6 P -0.272 0.830 3.080
7 H 1.297 -1.095 -0.380
8 H 0.021 1.145 -0.039
9 H -1.117 -0.346 -0.021

## Properties
Total charge   0
Energy   -649.1455 a.u.
F_max   4.285 eV/Å
Energy above the lowest of the compared OMol25 structures with the same formula, charge and spin   67.6 kcal/mol
E_LUMO (spin up / spin down)   -0.66 / -0.42 eV

Mulliken population analysis, charges in e, atoms 1 to 4: C 0.0764; C -0.3500; N -0.4880; O -0.2204


Record 4
Below is a cluster of 5 separate species, C39H85NO19P4 in total, with properties calculated with the ωB97M-V functional and the def2-TZVPD basis.

Cartesian coordinates (Å):
1 C 1.264 -2.097 2.928
2 C 1.810 -1.035 2.760
3 C 2.463 0.224 2.390
4 C 1.948 0.676 1.010
5 C 0.448 1.003 1.114
6 C -0.099 2.028 0.097
7 C 0.614 2.038 -1.246
8 C 0.541 0.722 -2.036
9 C 1.058 0.799 -3.484
10 C 0.100 1.550 -4.439
11 C -0.884 0.598 -5.116
12 C -2.187 1.247 -5.635
13 O -2.416 2.598 -5.211
14 C -2.972 2.768 -3.997
15 C -3.085 1.623 -3.031
16 O -3.344 3.866 -3.688
17 O -1.513 1.924 -0.070
18 C -2.179 1.887 1.186
19 C -3.654 2.360 1.146
20 C -3.902 3.502 0.164
21 N -3.966 2.901 2.500
22 C -4.611 1.173 0.974
23 C -4.782 0.701 -0.458
24 C -6.016 -0.191 -0.651
25 C -7.254 0.748 -0.741
26 C -5.910 -0.908 -2.000
27 C -4.719 -1.883 -2.146
28 C -4.316 -2.544 -0.853
29 C -3.061 -2.511 -0.385
30 C -1.843 -2.651 -1.263
31 C -2.799 -2.342 1.096
32 H 0.726 -3.006 3.021
33 H 3.542 0.078 2.407
34 H 2.159 0.946 3.152
35 H 2.031 -0.212 0.385
36 H 2.546 1.493 0.619
37 H 0.304 1.440 2.105
38 H -0.127 0.079 1.112
39 H 0.066 3.023 0.539
40 H 0.086 2.784 -1.854
41 H 1.633 2.403 -1.139
42 H -0.443 0.258 -1.975
43 H 1.229 0.037 -1.535
44 H 2.059 1.227 -3.531
45 H 1.143 -0.226 -3.853
46 H 0.700 2.014 -5.224
47 H -0.355 2.364 -3.878
48 H -0.409 0.079 -5.945
49 H -1.168 -0.168 -4.390
50 H -3.065 0.638 -5.422
51 H -2.135 1.298 -6.720
52 H -2.211 0.981 -3.016
53 H -3.941 0.984 -3.244
54 H -3.157 2.058 -2.046
55 H -1.653 2.541 1.888
56 H -2.192 0.861 1.563
57 H -3.314 3.439 -0.745
58 H -3.616 4.436 0.651
59 H -4.964 3.563 -0.067
60 H -3.445 3.762 2.632
61 H -3.552 2.256 3.171
62 H -5.579 1.492 1.367
63 H -4.264 0.361 1.617
64 H -4.878 1.525 -1.164
65 H -3.879 0.156 -0.752
66 H -6.149 -0.893 0.169
67 H -7.863 0.699 0.159
68 H -7.859 0.451 -1.596
69 H -6.943 1.780 -0.884
70 H -5.834 -0.175 -2.807
71 H -6.830 -1.474 -2.159
72 H -4.924 -2.606 -2.943
73 H -3.855 -1.301 -2.476
74 H -5.077 -3.040 -0.257
75 H -1.527 -1.710 -1.728
76 H -1.994 -3.397 -2.037
77 H -1.004 -2.965 -0.641
78 H -2.406 -3.264 1.534
79 H -2.086 -1.528 1.222
80 H -3.733 -2.094 1.592
81 C 6.391 -5.080 2.609
82 O 6.258 -3.636 2.598
83 P 5.605 -2.886 3.903
84 O 5.408 -1.536 3.330
85 O 6.948 -3.052 4.800
86 C 8.086 -2.265 4.459
87 O 4.656 -2.763 5.237
88 C 4.076 -3.952 5.810
89 H 6.909 -5.373 1.700
90 H 6.965 -5.414 3.472
91 H 5.405 -5.548 2.620
92 H 7.804 -1.388 3.877
93 H 8.799 -2.866 3.892
94 H 8.553 -1.945 5.389
95 H 4.854 -4.663 6.101
96 H 3.388 -4.424 5.107
97 H 3.521 -3.653 6.695
98 C 8.509 -10.747 4.342
99 O 8.532 -9.323 4.123
100 P 8.061 -8.325 5.327
101 O 7.923 -7.010 4.689
102 O 9.459 -8.536 6.137
103 C 10.625 -7.859 5.667
104 O 7.249 -8.232 6.730
105 C 6.750 -9.440 7.343
106 H 8.928 -11.220 3.459
107 H 9.116 -11.012 5.210
108 H 7.488 -11.102 4.482
109 H 10.367 -6.999 5.050
110 H 11.250 -8.545 5.092
111 H 11.182 -7.519 6.538
112 H 7.568 -10.133 7.551
113 H 6.009 -9.922 6.704
114 H 6.277 -9.161 8.279
115 C 5.699 5.633 -0.669
116 O 5.931 4.623 -1.670
117 P 4.920 4.520 -2.997
118 O 5.474 3.203 -3.425
119 O 5.595 5.782 -3.762
120 C 6.959 5.663 -4.170
121 O 3.675 4.431 -4.144
122 C 2.468 5.147 -3.890
123 H 6.508 5.570 0.054
124 H 5.700 6.631 -1.115
125 H 4.754 5.460 -0.154
126 H 7.258 4.618 -4.248
127 H 7.608 6.177 -3.460
128 H 7.049 6.139 -5.144
129 H 2.696 6.209 -3.764
130 H 1.997 4.749 -2.988
131 H 1.787 5.031 -4.729
132 C -7.587 4.077 -2.889
133 O -8.659 3.708 -1.993
134 P -9.871 4.768 -1.786
135 O -10.629 4.289 -0.628
136 O -10.597 4.449 -3.204
137 C -11.404 3.276 -3.298
138 O -10.123 6.358 -1.896
139 C -9.148 7.182 -2.571
140 H -6.911 3.230 -2.963
141 H -7.978 4.309 -3.882
142 H -7.036 4.934 -2.502
143 H -11.732 2.938 -2.316
144 H -10.845 2.478 -3.790
145 H -12.275 3.522 -3.902
146 H -9.017 6.856 -3.605
147 H -8.190 7.154 -2.050
148 H -9.521 8.202 -2.566

## Properties
Total charge   0
Energy   -4386.6272 a.u.
Structure (SMILES)   C#CCCC[C@@H](CCCCCCOC(C)=O)OC[C@](C)(N)CC[C@@H](C)CCC=C(C)C.COP(=O)(OC)OC.COP(=O)(OC)OC.COP(=O)(OC)OC.COP(=O)(OC)OC
F_max   8.467 eV/Å
E_LUMO   -1.80 eV

Mulliken population analysis, charges in e, atoms 1 to 4: C -0.3404; C -0.1267; C -1.0273; C -0.6937


- Look up the total charge of the third one.
  0